Density functional theory data (ωB97M-V with the def2-TZVPD basis set) for an isolated molecule of C21H28N4O3.

```
56
C21H28N4O3 | the OMol25 dataset | ωB97M-V with the def2-TZVPD basis set
O -0.7313 -3.3971 -2.9147
O 1.7836 2.9231 2.9452
O 1.0142 1.4067 4.5753
N 1.3024 0.5544 -1.3193
N 0.9424 -0.5309 -0.5172
N -1.1906 -1.7571 -0.5035
N 2.0041 0.3398 1.2819
C 0.1144 -1.1917 1.4411
C 1.0066 -0.3026 0.6380
C 1.2196 1.6187 3.2117
C 0.2099 1.8809 5.2523
C 1.3917 4.9363 1.8634
C 2.3998 0.4923 2.6095
C -2.7195 -1.9243 -5.7267
C -0.7922 -4.6833 -3.0382
C 1.3888 1.0166 -3.8541
C -2.2921 -0.5562 -5.5647
C -0.3208 -0.5331 -2.4000
C -1.0886 -0.9724 -3.7035
C 0.8026 0.2759 -2.5404
C 1.3923 3.3502 1.6406
C -1.5943 -0.2275 -4.4986
C -1.2470 -2.3243 -3.8374
C -0.1512 -0.9923 -1.1974
C 0.1122 1.3835 6.7093
C -0.8792 -2.0881 0.6815
C -2.0420 -2.7079 -4.9060
C -1.7390 -2.8746 1.5719
H 0.8852 1.8829 -3.8429
H -3.5296 -2.1360 -6.3401
H -0.9310 1.7413 4.7442
H 0.3393 -1.5716 2.4995
H -0.7388 -5.0850 -3.7772
H 2.4526 0.8876 0.6915
H -1.2735 -3.6916 1.7246
H 2.2421 3.0517 1.0384
H -2.4595 -3.7667 -5.1022
H -2.5798 -3.1435 0.5811
H 1.2791 0.6449 -4.7964
H -2.0324 -4.7857 -2.7969
H 2.1987 5.2099 2.3646
H 0.9935 1.5612 7.0912
H 0.5996 5.3561 2.4523
H -2.8533 0.2684 -6.1766
H -1.3838 1.0878 -4.4228
H 0.2733 1.1785 2.5351
H -0.6223 -4.9510 -2.1552
H 1.2660 5.4288 0.7927
H 0.4133 2.9388 1.2633
H 0.5120 3.0961 5.1036
H 2.4074 1.3550 -3.6169
H 2.2365 -0.4655 3.1983
H 3.2916 0.8951 2.7583
H -2.3355 -2.2325 2.1414
H -0.6479 1.8952 7.3388
H -0.2996 0.2347 6.8080
```

Values from the calculation:
ΔE to the lowest compared entry with this formula, charge and spin, kJ/mol: 2222.2
F_max, eV/Å: 19.36
Orbital gap, eV: 8.19
SMILES string: CCOC(CNc1cc(C)nc2c(-c3ccccc3OC)c(C)nn12)OCC
Highest occupied orbital energy, eV: -7.5